This record from the Open Molecules 2025 dataset describes a 13-piece molecular cluster, C40H104O39S12 overall at a distorted geometry. The level of theory is wB97M-V/def2-TZVPD.

The geometry in XYZ format:
```
195
Properties=species:S:1:pos:R:3:forces:R:3
S -0.91193 9.40785 0.15584 -3.857 0.589 -0.593
S 0.14304 4.04290 2.61488 -0.823 0.486 3.151
S -3.10132 3.41260 -5.31854 -1.592 2.940 -0.606
S 5.59641 -2.62654 -0.60766 -0.627 0.561 -0.721
S 0.74532 -0.60087 -2.95372 -1.738 0.847 -0.170
S -5.31714 5.62503 -2.34707 -0.355 -0.944 -0.619
S -4.35436 1.06466 3.58204 -0.155 0.682 -0.029
S 3.72077 -1.46411 6.28093 -1.173 2.277 -0.201
S 2.24124 3.38155 -2.26751 -1.498 0.757 0.340
S -3.28298 -4.12322 -1.07792 -0.790 1.317 0.047
S 2.17526 -8.55310 -0.62755 -2.536 0.739 -0.219
S 1.12227 -5.54213 3.49322 -1.529 0.423 -1.216
O -3.19432 -0.00427 3.33532 -1.106 -0.213 -0.377
O 1.07203 5.10892 2.68639 0.436 0.688 -0.518
O -5.61559 0.49774 3.22525 -0.114 -0.295 0.345
O -3.49603 4.63559 -5.99253 0.800 -0.731 0.099
O -0.24616 3.41774 1.41690 -0.182 -0.866 -1.427
O 0.76460 2.97973 3.65754 -1.334 -0.703 -1.366
O -4.36809 -5.06199 -1.16862 0.466 0.321 0.558
O 6.88091 -2.95936 -1.05707 2.509 -0.241 -0.163
O 3.43975 -2.34204 5.21093 -1.037 -1.283 -1.157
O 3.28057 4.19507 -1.75432 1.447 0.191 0.569
O 1.87409 -0.88548 -2.14467 0.872 0.095 0.296
O -0.39013 0.05441 0.42289 0.268 0.120 0.155
O -6.66292 4.78708 -2.12261 0.536 0.405 -0.202
O -4.16779 2.86198 -4.53897 0.429 -0.960 0.620
O 1.57335 -9.50431 -1.50872 0.310 -0.127 0.650
O -4.17623 4.76776 -2.32305 0.491 -0.556 -0.174
O 1.16278 -6.80132 4.17683 0.081 0.361 0.404
O -0.07936 0.56292 -2.77237 0.172 0.192 0.687
O 4.63592 -2.98139 -1.78992 -1.107 0.832 -0.834
O -2.79405 -3.56539 -2.29792 0.712 -0.269 -0.084
O 1.20492 -0.52297 -4.45359 0.953 -0.407 0.450
O -2.61030 2.36955 -6.35913 0.856 0.666 -0.145
O 2.43238 -5.38717 2.63664 -0.260 0.372 0.598
O -0.06081 -2.20119 0.36104 -0.363 0.922 -0.433
O 4.94273 -0.63434 5.80598 -0.141 1.060 1.235
O 1.49319 -0.81292 1.13439 0.180 1.255 -0.567
O -3.93917 2.25260 2.90344 0.389 0.002 0.258
O 1.76386 -7.15422 -1.27961 0.482 -0.094 0.738
O 4.98102 -3.32238 0.45275 -0.353 -0.244 1.801
O 1.44966 3.97193 -3.28819 -1.050 0.166 -0.795
O 0.04930 -5.31018 2.55315 0.543 0.009 0.481
O -3.71143 -2.78014 -0.25729 -0.007 -0.610 -0.241
O -2.30811 9.63785 -0.03737 -0.722 0.612 0.517
O 2.75199 -0.51767 6.75383 0.481 -0.663 -0.110
O 0.00570 10.18536 -0.53413 2.339 1.926 -0.989
O 3.54926 -8.49833 -0.34766 2.265 -0.420 0.234
O 2.77059 2.02481 -2.85648 -0.159 0.049 -0.132
O -0.69027 8.00977 -0.34600 2.531 -2.471 -0.953
O -5.34331 6.64397 -1.37867 -0.204 1.878 0.634
C 0.30413 -1.05338 0.57294 0.266 -1.493 0.762
C -1.25717 5.79187 -1.24709 1.019 0.769 -0.167
C -2.39903 -2.26378 3.11122 -0.841 -0.161 -1.055
C 4.84088 2.37986 -4.19463 -0.820 0.173 -0.212
C -1.53599 6.88570 -0.19468 -0.537 -0.839 0.124
C 2.58220 -5.99218 -0.88381 -0.934 -0.154 -0.031
C 5.46653 -0.82694 -0.42185 -0.578 -1.787 -0.079
C 2.33243 -1.96448 1.29975 -1.472 -0.596 0.965
C -6.14480 3.28077 -0.29036 0.837 -1.019 -0.117
C -4.83652 -2.82228 0.62001 -1.394 -0.443 0.392
C 3.89012 -3.38299 -4.05523 0.962 0.091 0.791
C -1.57841 3.70443 -4.52854 -0.020 0.147 0.702
C 5.01505 -2.77463 -3.17823 -0.156 -1.832 -0.462
C -1.39975 4.57433 3.42769 0.491 -1.016 -0.453
C 3.63789 -6.05458 3.08738 0.851 -0.077 -0.902
C 4.17794 1.91882 -2.91408 1.151 -0.687 0.439
C 1.65904 -4.80191 -1.12227 0.401 -0.196 0.998
C -4.09072 1.34447 -8.01606 0.402 0.168 0.836
C -0.56876 9.45185 1.82050 1.545 -0.293 2.448
C 1.12207 -4.17105 4.63294 0.511 -0.397 0.230
C -2.03173 -4.71767 0.01736 -0.486 -0.601 -0.671
C 1.35532 -8.49348 0.97578 -0.452 -0.863 -0.301
C 0.32406 0.07273 -5.41156 -0.811 -0.351 -0.994
C -0.31358 -1.97746 -2.97973 0.783 -0.644 -0.863
C -5.58201 6.11414 -4.03901 -0.290 0.033 1.618
C 5.64710 -0.56909 3.52882 -0.153 -0.109 -1.905
C 0.03505 1.66527 3.70258 0.942 0.591 1.820
C 1.23968 2.82321 -0.93334 -0.389 -0.095 -1.580
C -3.54049 -1.42760 3.65707 1.873 1.189 1.272
C -6.44349 3.42874 -1.74310 0.057 -0.389 -0.576
C -1.75613 -0.10555 -0.03704 -0.790 0.972 0.023
C 0.73578 1.46746 -5.83001 0.701 -0.137 0.007
C 4.27522 -2.40511 7.56565 1.182 -1.110 2.199
C 4.70239 -5.02499 3.49398 -0.675 -0.479 0.783
C 0.83239 0.92744 4.82276 -0.398 -0.393 -0.702
C -5.38307 -1.38798 0.75132 1.043 -1.178 0.250
C -2.42351 1.30899 -0.02651 1.805 -0.422 -0.516
C -3.37385 1.22302 -6.63898 -1.186 0.606 -2.323
C 5.80866 -1.20607 4.85851 1.584 0.312 -0.159
C -4.33393 1.39263 5.36575 1.652 -1.466 -1.099
H 0.46837 -0.10159 5.03629 -0.112 0.692 -0.214
H 4.33087 0.83418 -2.82016 0.211 0.290 0.183
H -0.74263 -0.02505 -5.10297 0.768 0.425 0.129
H 1.68250 -9.30539 1.63874 0.156 0.104 -0.519
H -2.46344 -2.27479 2.00707 0.061 -0.212 0.510
H -1.08046 8.70135 2.44235 -0.157 0.255 -0.561
H 1.84110 2.11004 -0.38767 -0.172 -0.040 0.492
H 4.55527 -1.82395 8.46141 -0.047 -0.017 -0.640
H 6.24895 -1.17856 2.81579 -0.482 0.407 0.244
H 1.53943 -7.56795 1.47596 0.424 0.708 0.033
H -4.87897 2.27314 5.57570 -0.693 0.788 0.068
H -2.24530 -0.85444 0.59615 0.083 0.344 -0.223
H -1.20711 2.77221 -4.14058 0.394 -0.391 -0.086
H -1.83224 4.89268 -1.07076 -0.377 0.026 0.190
H -1.73410 4.34252 -3.67115 -0.367 0.316 0.141
H 3.16515 -1.69117 1.95969 -0.181 -0.050 -0.669
H 4.57525 3.37196 -4.55176 -0.598 0.109 0.236
H -0.89771 -2.20647 -2.12038 -0.058 0.306 0.954
H -4.71398 0.50400 5.84318 -0.390 -0.102 0.285
H 1.05424 -5.00794 -2.00514 0.368 0.372 -0.307
H -2.53740 7.27664 -0.24628 -0.646 -0.205 -0.237
H 1.84633 0.78222 4.43456 -0.046 0.207 0.341
H -2.62178 -5.01814 0.88956 0.461 -0.128 -0.001
H -2.67140 1.59931 0.97941 0.078 0.259 0.381
H -4.50364 0.34590 -8.18163 0.069 0.137 -0.480
H -1.81538 5.40796 2.87935 -0.090 -0.041 -0.433
H -0.04550 1.18033 2.72950 0.554 0.100 0.022
H -6.52535 6.67024 -4.02370 0.208 -0.208 -0.422
H 5.86029 -0.48629 -1.37028 -0.025 0.539 -0.008
H -3.33637 1.64274 -8.75814 -0.383 -0.357 0.000
H -5.86293 -1.05580 -0.15967 0.027 0.073 -0.192
H -1.65337 -5.59070 -0.53845 0.192 0.167 0.594
H -4.91240 2.07353 -8.04345 0.297 -0.164 0.248
H 0.41950 -0.61007 -6.25100 0.012 0.008 -0.308
H -1.45267 6.15687 -2.25579 -0.426 0.134 0.090
H 6.02012 -0.45415 0.45196 -0.290 -0.295 -0.403
H 0.38070 2.35341 -1.44084 0.371 -0.088 0.538
H -2.46736 -3.27767 3.47453 -0.312 -0.479 0.003
H 5.59291 -5.57997 3.85525 -0.087 0.541 -0.947
H -1.62320 2.01557 -0.44243 -1.448 -0.778 0.491
H -5.69726 3.01005 -2.40628 0.700 -0.025 0.248
H 4.78562 -4.22297 2.76014 0.750 -0.538 -0.389
H -4.56230 -3.24266 1.61061 0.157 0.319 -0.438
H -1.39545 -1.96897 3.34659 0.353 0.761 0.425
H -4.73181 6.75119 -4.22501 0.176 0.125 -0.606
H -1.38090 6.52618 0.81734 0.084 -0.399 0.184
H 4.18742 -3.31677 -5.11254 -0.186 -0.053 0.363
H -1.26934 -3.96701 0.24717 -0.274 -0.131 -0.210
H -0.96786 1.90645 4.02699 -0.382 -0.085 0.131
H 3.41215 -6.76084 3.88940 -0.055 0.132 -0.156
H -6.06450 -1.27827 1.60271 0.298 -0.010 -0.256
H -5.22244 3.75523 -0.05331 0.916 0.591 0.048
H 4.39370 -4.47449 4.38100 -0.470 -0.150 0.287
H -0.19880 5.48483 -1.32337 -0.259 0.312 0.556
H 0.28151 -8.57070 0.85368 -0.153 -0.087 -0.258
H -0.99565 -1.77572 -3.78344 -0.369 -0.220 -0.510
H 2.98208 -2.82470 -3.87071 -0.294 0.053 -0.149
H -2.10798 3.73014 3.50353 0.311 0.487 -0.284
H 1.79691 1.51150 -6.12297 -0.342 -0.469 -0.362
H -4.52831 -1.74339 3.36902 -0.231 0.294 -0.620
H -3.52290 -1.32673 4.73726 -0.048 -0.931 0.395
H -0.71318 10.45103 2.27203 -0.227 -0.441 -0.650
H 0.10204 1.79677 -6.66634 0.200 0.062 0.381
H -6.85073 3.69307 0.38076 -1.132 0.328 0.422
H -3.35147 1.34252 -0.61039 0.407 -0.137 -0.114
H 4.60769 2.45728 -2.04466 -0.157 -0.481 -0.484
H -3.27717 1.49461 5.64600 -0.274 0.193 -0.060
H 4.37549 -0.77026 -0.35316 0.176 0.867 0.086
H 1.85205 -4.43802 5.39632 0.090 0.268 -0.015
H 5.94278 -3.34777 -3.31877 -0.165 0.415 -0.082
H 2.25723 -3.88458 -1.13253 -0.244 -0.117 -0.563
H -4.11052 1.09904 -5.87230 0.008 -0.729 0.645
H 0.50904 9.23930 1.90984 -0.276 0.040 0.012
H 1.36070 -3.19362 4.18579 -0.043 -0.682 -0.087
H 3.88461 -6.62418 2.16273 0.457 0.239 0.848
H 0.90336 3.70442 -0.40314 0.271 -0.095 0.216
H 0.14535 -4.15899 5.10030 -0.264 -0.054 -0.057
H 5.16448 -1.74159 -3.42058 0.073 0.715 0.160
H -0.91385 4.22091 -5.21952 -0.014 -0.344 -0.056
H 5.86403 2.52739 -3.91296 0.955 -0.565 -0.371
H 1.67126 -2.68027 1.79143 0.438 -0.320 0.446
H 0.34705 -2.81842 -3.19384 -0.271 -0.166 -0.163
H 2.99646 -6.14336 0.12598 -0.568 0.358 -0.224
H 3.47493 -3.06366 7.86941 -0.432 -0.121 -0.038
H 6.81721 -0.95563 5.20162 -0.056 -0.326 0.177
H -5.95495 2.23679 -0.03129 -0.327 -0.122 -0.059
H -4.43767 -0.86616 0.91510 -0.502 0.868 0.137
H 2.53021 -2.47494 0.37000 0.676 0.477 -0.382
H -2.59670 0.51744 -6.79248 0.185 -1.427 0.483
H -5.57542 5.15644 -4.56480 -0.033 0.494 -0.293
H 5.09949 -3.05987 7.25960 -0.058 0.333 -0.079
H -1.13508 4.93370 4.39111 0.310 0.225 0.945
H 4.63639 1.66850 -5.01009 0.543 0.229 0.255
H 5.68776 -2.27903 4.83271 -0.015 -0.240 -0.149
H -7.30918 2.93822 -2.09844 -1.393 -0.561 0.218
H -5.56849 -3.51826 0.20572 -0.042 0.096 -0.021
H 3.74961 -4.43436 -3.75713 -0.010 0.367 -0.271
H 0.74970 2.15941 -5.00663 -0.622 0.359 0.382
H 6.00152 0.45701 3.44619 0.260 0.018 0.455
H 3.43153 -5.95985 -1.53283 0.511 -0.046 -0.552
H 4.60967 -0.50666 3.16906 0.197 -0.464 0.212
H -1.72066 -0.46270 -1.05120 -0.019 -0.277 -0.330
H 0.85289 1.49331 5.78260 -0.001 -0.314 -0.896
H 0.94822 -4.67890 -0.31046 -0.048 -0.115 0.280
```
Positions in Å, forces in eV/Å.

Output
* E_LUMO: -0.313 eV
* calculated total energy: -9298.88094 Eh